{"formula": "C38H57Br2N3O26P", "method": "ωB97M-V with the def2-TZVPD basis set", "symbols": ["C", "C", "C", "C", "C", "C", "C", "C", "C", "N", "C", "P", "N", "O", "N", "C", "C", "Br", "C", "C", "O", "Br", "H", "H", "H", "H", "H", "H", "H", "H", "H", "H", "H", "H", "H", "H", "H", "H", "H", "H", "H", "H", "H", "H", "H", "H", "H", "C", "C", "O", "C", "O", "O", "H", "H", "H", "H", "C", "C", "O", "C", "O", "O", "H", "H", "H", "H", "C", "C", "O", "C", "O", "O", "H", "H", "H", "H", "C", "C", "O", "C", "O", "O", "H", "H", "H", "H", "C", "C", "O", "C", "O", "O", "H", "H", "H", "H", "C", "C", "O", "C", "O", "O", "H", "H", "H", "H", "C", "C", "O", "C", "O", "O", "H", "H", "H", "H", "C", "C", "O", "C", "O", "O", "H", "H", "H", "H"], "coordinates": [[8.386128, -1.371515, -0.059534], [8.055742, -1.248941, -1.544925], [6.564743, -1.561945, -1.807829], [5.855842, -0.307775, -2.299364], [4.348236, -0.451916, -2.486132], [3.717150, -1.084634, -1.242412], [2.210678, -0.831812, -1.119470], [1.585766, -1.498184, -2.399128], [0.160271, -1.963407, -2.241337], [-0.828932, -1.183453, -2.363463], [1.769580, 0.647039, -1.225492], [2.664580, 2.083719, -0.239679], [2.284195, 3.445870, -1.214649], [4.263331, 2.022996, -0.452782], [0.508313, 0.611704, -0.495316], [0.398453, -0.359473, 0.318582], [1.599601, -1.257428, 0.236058], [2.599332, -0.689365, 1.842578], [1.309678, -2.755149, 0.490519], [2.471295, -3.658419, 0.149943], [3.611243, -3.554456, 0.562371], [2.003132, -5.101208, -1.096856], [9.410625, -1.071817, 0.122058], [8.294487, -2.412914, 0.227810], [7.722146, -0.746977, 0.528885], [8.308607, -0.242815, -1.866484], [8.684317, -1.944694, -2.089031], [6.530504, -2.348753, -2.555536], [6.167450, -1.934291, -0.868949], [6.066814, 0.494073, -1.596700], [6.328714, -0.018844, -3.231747], [3.938495, 0.538114, -2.671753], [4.157225, -1.055536, -3.367056], [3.888782, -2.146122, -1.342323], [4.256086, -0.779787, -0.352467], [1.583079, -0.776798, -3.205867], [2.205766, -2.319985, -2.737070], [-0.016403, -3.012263, -2.032935], [-0.439341, -0.262545, -2.589521], [1.675840, 1.050783, -2.225934], [2.986032, 3.599863, -1.936285], [1.374422, 3.264198, -1.625431], [4.676549, 1.488918, 0.231693], [-0.192458, 1.321977, -0.659527], [-0.492294, -0.403393, 0.936460], [1.140513, -2.866095, 1.555575], [0.399500, -3.082979, 0.007818], [-2.994757, 1.950950, -4.182657], [-2.445020, 3.290569, -3.754118], [-1.030346, 3.035632, -3.692197], [-0.759132, 1.991408, -4.509774], [0.345361, 1.637810, -4.787772], [-1.889067, 1.401122, -4.933932], [-3.881313, 2.036426, -4.798727], [-3.210058, 1.295206, -3.337377], [-2.629991, 4.073832, -4.489236], [-2.814625, 3.618480, -2.791916], [-3.100925, -4.166269, 2.692568], [-2.303687, -4.055686, 1.417299], [-2.171521, -2.628053, 1.259615], [-2.300791, -2.071307, 2.491924], [-2.064042, -0.924125, 2.720588], [-2.715082, -2.962180, 3.393327], [-2.852883, -5.045625, 3.279470], [-4.163917, -4.144994, 2.518614], [-1.304257, -4.490853, 1.499968], [-2.813652, -4.494733, 0.564504], [-8.058316, -7.287942, 2.978299], [-7.671562, -6.337164, 4.091081], [-6.362970, -5.911721, 3.680520], [-6.270886, -6.075467, 2.344622], [-5.372407, -5.658364, 1.680812], [-7.318975, -6.765146, 1.864615], [-9.122956, -7.289137, 2.764656], [-7.730470, -8.310883, 3.166389], [-8.323174, -5.464271, 4.143476], [-7.632333, -6.810958, 5.067463], [-6.082026, 3.769996, 0.263617], [-5.144266, 4.927554, 0.007757], [-4.541494, 4.543689, -1.237867], [-5.378656, 3.698854, -1.872914], [-5.236671, 3.346006, -3.003749], [-6.388472, 3.312861, -1.066762], [-6.990349, 4.062780, 0.782265], [-5.604135, 2.954985, 0.809508], [-5.668305, 5.873474, -0.131632], [-4.388748, 5.052520, 0.778058], [6.926571, -6.291341, 2.304926], [7.252195, -4.853317, 2.645992], [8.679985, -4.848984, 2.639757], [9.102291, -5.876789, 1.857571], [10.219893, -6.045066, 1.511012], [8.058489, -6.681169, 1.524490], [6.009590, -6.398456, 1.730658], [6.869697, -6.928512, 3.189389], [6.894407, -4.154274, 1.886482], [6.870013, -4.547818, 3.616612], [-8.301465, 6.080645, -3.639527], [-9.190148, 4.885898, -3.404899], [-9.550096, 5.027763, -2.028253], [-9.421125, 6.341360, -1.699453], [-9.790514, 6.817184, -0.680596], [-8.802314, 7.030069, -2.695263], [-8.372832, 6.463161, -4.654101], [-7.253880, 5.872981, -3.408733], [-10.095547, 4.912701, -4.013630], [-8.675311, 3.943272, -3.574243], [2.434352, 1.344330, 5.985865], [2.991785, 0.566680, 7.159450], [3.865735, -0.368910, 6.515558], [4.228935, 0.144821, 5.320766], [5.073055, -0.306585, 4.618412], [3.494890, 1.246145, 5.026054], [2.224921, 2.384172, 6.220019], [1.537015, 0.884503, 5.567253], [3.580107, 1.189670, 7.834202], [2.227931, 0.046782, 7.730598], [0.208078, 6.028061, -0.756886], [-0.475280, 6.553016, -2.001771], [-1.857727, 6.334366, -1.698789], [-1.996337, 6.286697, -0.350905], [-3.035965, 6.268390, 0.218595], [-0.783026, 6.243592, 0.253734], [1.125469, 6.558538, -0.517654], [0.420276, 4.965804, -0.810399], [-0.307764, 7.619927, -2.154693], [-0.193279, 6.017854, -2.905351]], "forces_ev_per_angstrom": [[0.2, 0.0, -0.6], [-0.2, -0.2, 0.5], [1.0, 0.4, -0.2], [-0.1, -0.4, 0.1], [0.3, 0.3, 0.3], [0.0, 0.4, -0.4], [0.9, 0.3, -0.9], [-0.5, -0.8, 0.5], [0.1, 0.3, -0.4], [0.0, 0.0, 0.1], [1.1, 0.6, 0.5], [-0.6, 0.6, 1.7], [0.6, -1.0, 0.1], [0.0, -0.1, -0.9], [0.3, 0.3, -0.8], [-0.5, 0.0, 0.2], [-0.5, -0.6, 0.2], [0.3, 0.4, -0.2], [-0.2, 0.3, 0.0], [2.8, -0.1, 0.6], [-3.0, -0.3, -0.9], [0.1, 0.3, 0.3], [0.2, 0.1, 0.2], [-0.1, -0.2, 0.3], [-0.1, 0.0, 0.3], [0.0, 0.1, -0.3], [0.2, 0.0, -0.2], [-0.4, -0.2, -0.1], [-0.4, -0.2, 0.0], [-0.1, 0.2, 0.2], [0.0, 0.2, -0.3], [-0.1, 0.2, -0.1], [-0.2, -0.1, -0.2], [-0.1, -0.3, 0.2], [0.0, 0.2, 0.2], [0.2, 0.2, -0.1], [0.1, -0.3, 0.1], [-0.1, -0.2, 0.0], [-0.4, 0.1, -0.2], [-0.4, -0.3, -0.3], [-0.2, 0.1, -0.2], [0.0, 0.4, -0.4], [0.2, 0.0, 0.2], [-0.2, 0.0, 0.5], [0.0, -0.5, 0.3], [0.0, -0.1, 0.3], [0.0, 0.0, -0.3], [-0.1, 0.1, 0.0], [-0.3, 0.2, 0.1], [0.2, -0.1, 0.1], [-0.3, -0.1, -0.1], [0.3, -0.2, 0.2], [0.1, 0.2, 0.2], [0.1, -0.1, -0.2], [0.1, 0.0, 0.0], [0.0, 0.0, 0.0], [0.2, 0.1, 0.1], [0.2, 0.0, 0.2], [0.0, -0.2, -0.2], [0.1, -0.2, 0.2], [-0.1, -0.1, 0.0], [0.3, 0.3, -0.2], [0.1, -0.1, -0.1], [0.1, 0.1, 0.1], [-0.2, 0.1, 0.0], [0.0, 0.0, 0.1], [0.0, 0.2, -0.1], [-0.1, -0.1, 0.1], [-0.2, 0.0, 0.1], [0.0, 0.0, 0.0], [-0.1, -0.1, 0.0], [0.0, -0.1, -0.2], [0.0, 0.0, 0.1], [0.0, 0.1, -0.2], [0.0, 0.0, 0.0], [0.0, 0.0, -0.1], [0.2, 0.0, 0.0], [-0.2, 0.1, 0.1], [-0.5, -0.3, 0.6], [0.0, -0.2, -0.2], [-0.2, 0.2, 0.5], [-0.1, -0.2, -0.3], [0.2, 0.0, -0.2], [-0.1, -0.1, -0.2], [0.0, 0.0, -0.1], [0.0, 0.0, 0.0], [-0.4, -0.3, -0.2], [-0.1, -0.1, 0.0], [-0.2, 0.2, 0.1], [-0.1, -0.1, 0.0], [-0.1, 0.0, 0.0], [0.2, 0.0, -0.1], [0.0, 0.1, 0.1], [0.1, 0.0, -0.1], [0.0, 0.0, 0.0], [0.0, 0.0, 0.0], [0.2, 0.0, 0.1], [0.2, 0.0, -0.2], [0.0, -0.3, -0.2], [0.1, 0.3, -0.1], [0.0, -0.1, -0.1], [0.0, 0.1, 0.2], [-0.1, -0.2, 0.1], [-0.1, 0.2, 0.1], [0.0, 0.0, 0.0], [0.0, 0.0, 0.0], [0.0, -0.1, 0.2], [-0.1, 0.1, 0.1], [-0.1, 0.1, 0.2], [-0.1, 0.1, 0.0], [0.0, 0.0, 0.1], [0.0, -0.1, -0.2], [-0.1, -0.1, 0.0], [0.1, 0.1, -0.1], [0.0, 0.0, 0.0], [0.0, 0.0, 0.0], [0.1, -0.2, -0.1], [0.1, 0.2, -0.1], [0.2, 0.0, -0.1], [0.0, 0.0, 0.2], [0.6, 0.0, -0.3], [0.6, 0.7, 0.1], [-0.2, 0.0, -0.1], [-0.1, 0.0, 0.2], [0.0, 0.0, 0.0], [0.0, 0.0, 0.1], [-0.2, -0.1, 0.0]], "mulliken_charge": [-1.137, -0.648, -0.066, -0.954, -0.660, -2.287, 2.935, -1.486, -1.031, -0.492, -2.140, 0.183, -0.415, -0.488, 0.840, -1.427, 0.216, 0.078, -0.459, 0.149, -0.431, -0.160, 0.418, 0.185, 0.281, 0.379, 0.386, 0.243, 0.099, 0.258, 0.470, 0.181, 0.582, 0.871, 0.670, 0.832, 0.631, 0.623, 0.121, 0.986, 0.299, 0.081, 0.375, 0.256, 0.619, 0.823, 0.179, -0.309, 0.348, -0.259, 0.560, -0.565, -0.350, 0.325, 0.314, 0.165, -0.223, -0.209, -0.362, -0.270, 0.695, -0.603, -0.371, 0.360, 0.165, 0.201, 0.426, -0.336, -0.292, -0.302, 0.669, -0.517, -0.337, 0.295, 0.264, 0.264, 0.284, -0.376, -0.409, -0.098, 0.537, -0.570, -0.358, 0.353, 0.251, 0.262, 0.422, -0.313, 0.046, -0.336, 0.655, -0.506, -0.341, 0.266, 0.270, -0.069, 0.336, -0.088, -0.282, -0.336, 0.663, -0.518, -0.348, 0.305, 0.057, 0.298, 0.263, -0.225, -0.345, -0.315, 0.583, -0.492, -0.272, 0.293, 0.212, 0.265, 0.298, 0.014, -0.310, -0.303, 0.629, -0.547, -0.375, 0.351, -0.028, 0.263, 0.272], "energy_ha": -9091.9259, "orbital_gap_ev": 7.448, "homo_ev": -11.4, "fmax_ha_per_bohr": 0.0619, "mol_weight_g_mol": 1162.65, "charge": 1}